Entry 1:
Molecular formula: C53H72N17O8
Method: DFT, ωB97M-V/def2-TZVPD

Each line ends with the natural charge from an NBO analysis.
Cartesian coordinates (Å):
C1 0.817 1.892 -2.932  -0.2310
C2 1.706 1.324 -3.499  0.0106
C3 2.743 0.545 -4.154  -0.1625
H1 2.506 0.451 -5.223  0.2127
H2 3.717 1.047 -4.052  0.1993
O1 2.766 -0.749 -3.547  -0.5678
C4 3.464 -1.754 -4.247  -0.0796
C5 4.961 -1.774 -3.929  -0.0975
O2 5.083 -2.047 -2.549  -0.5556
C6 6.400 -2.203 -2.064  -0.0924
C7 7.189 -0.898 -1.852  -0.0989
O3 6.818 -0.179 -0.693  -0.5320
C8 5.912 0.881 -0.856  -0.0629
H3 6.169 1.484 -1.739  0.1790
C9 4.449 0.437 -0.962  -0.2856
N1 4.094 -0.300 0.227  -0.5536
C10 3.150 -1.223 0.366  0.6736
N2 3.051 -1.822 1.531  -0.6384
C11 2.174 -2.838 1.623  0.7439
N3 2.148 -3.525 2.766  -0.4078
C12 2.625 -2.929 3.989  -0.2384
C13 1.427 -2.263 4.708  -0.2165
N4 0.228 -3.034 4.445  -0.4416
C14 -0.984 -2.573 4.054  0.7064
O4 -1.843 -3.321 3.644  -0.6130
C15 -1.261 -1.071 4.272  -0.1295
N5 -0.657 -0.317 3.200  -0.1743
C16 -0.574 1.026 3.070  -0.0472
C17 -0.002 1.217 1.830  0.0834
N6 0.237 -0.004 1.303  -0.2881
N7 -0.161 -0.907 2.125  -0.0811
C18 0.320 2.467 1.083  -0.0876
N8 0.014 3.634 1.896  -0.8469
H4 0.595 3.644 2.730  0.3747
H5 0.228 4.475 1.368  0.3743
C19 1.786 2.410 0.582  -0.4290
C20 2.758 2.551 1.718  -0.0801
C21 3.373 3.769 1.976  -0.1863
C22 4.235 3.925 3.048  -0.2991
C23 4.495 2.854 3.894  0.3034
C24 3.882 1.628 3.646  -0.2367
C25 3.025 1.485 2.574  -0.2190
H6 2.563 0.527 2.395  0.2267
H7 4.093 0.803 4.307  0.2165
O5 5.330 2.946 4.957  -0.6596
H8 5.693 3.838 5.026  0.4851
H9 4.705 4.882 3.229  0.2149
H10 3.185 4.613 1.328  0.2122
H11 1.905 1.450 0.081  0.2247
H12 1.939 3.212 -0.143  0.2157
H13 -0.339 2.507 0.204  0.2448
H14 -0.924 1.707 3.815  0.2391
C26 -2.781 -0.823 4.340  -0.3852
C27 -3.475 -0.900 2.976  -0.5212
C28 -3.242 0.354 2.155  0.8136
O6 -2.756 0.351 1.045  -0.6680
O7 -3.627 1.436 2.790  -0.7422
H15 -3.407 2.334 2.306  0.5016
H16 -4.550 -0.978 3.141  0.2469
H17 -3.146 -1.776 2.419  0.2512
H18 -2.971 0.158 4.778  0.2261
H19 -3.203 -1.584 4.997  0.2388
H20 -0.810 -0.758 5.223  0.2271
C29 0.486 -4.451 4.269  -0.2459
C30 1.246 -4.644 2.952  -0.2232
H21 1.816 -5.578 2.968  0.2060
H22 0.554 -4.656 2.109  0.2488
H23 -0.470 -4.972 4.236  0.2629
H24 1.061 -4.808 5.127  0.1991
H25 1.620 -2.221 5.788  0.2045
H26 1.311 -1.248 4.332  0.2113
H27 3.383 -2.186 3.745  0.2562
H28 3.071 -3.710 4.609  0.2076
N9 1.345 -3.204 0.641  -0.6438
C31 1.315 -2.459 -0.441  0.7597
N10 2.291 -1.509 -0.659  -0.6334
N11 0.358 -2.657 -1.346  -0.4009
H29 2.393 -1.059 -1.563  0.4603
C32 -0.032 -1.647 -2.307  -0.2766
C33 -1.041 -0.704 -1.641  -0.2212
N12 -2.187 -1.464 -1.208  -0.4545
C34 -3.480 -1.147 -1.358  0.7201
O8 -4.380 -1.833 -0.904  -0.6531
C35 -3.896 0.091 -2.198  -0.1219
N13 -3.438 1.329 -1.621  -0.1518
C36 -4.074 2.050 -0.678  -0.0300
C37 -3.230 3.111 -0.418  0.0725
N14 -2.149 2.967 -1.209  -0.2688
N15 -2.284 1.908 -1.923  -0.1086
C38 -3.383 4.236 0.554  -0.0674
N16 -2.923 3.767 1.869  -0.8614
H30 -1.902 3.680 1.885  0.4224
H31 -3.192 4.437 2.583  0.3739
C39 -4.848 4.678 0.647  -0.3926
H32 -5.279 4.697 -0.355  0.2151
C40 -5.042 6.058 1.290  -0.2130
C41 -4.657 7.179 0.327  -0.6058
H33 -3.624 7.087 0.000  0.2022
H34 -4.774 8.147 0.809  0.2157
H35 -5.297 7.156 -0.552  0.2065
C42 -6.496 6.224 1.726  -0.5997
H36 -6.771 5.466 2.457  0.2083
H37 -7.160 6.132 0.870  0.2054
H38 -6.650 7.202 2.174  0.2137
H39 -4.408 6.134 2.182  0.1808
H40 -5.384 3.928 1.231  0.2083
H41 -2.761 5.069 0.191  0.1966
H42 -5.024 1.771 -0.278  0.2392
H43 -4.988 0.096 -2.090  0.2460
C43 -3.537 -0.004 -3.700  -0.4445
C44 -3.135 -1.374 -4.132  0.1746
C45 -2.053 -1.745 -4.880  -0.3181
C46 -2.087 -3.163 -5.001  -0.1182
C47 -1.260 -4.108 -5.610  -0.1927
C48 -1.591 -5.439 -5.499  -0.2354
C49 -2.727 -5.851 -4.795  -0.2121
C50 -3.563 -4.941 -4.184  -0.2563
C51 -3.234 -3.596 -4.292  0.1975
N17 -3.858 -2.488 -3.796  -0.5497
H44 -4.679 -2.500 -3.213  0.4307
H45 -4.440 -5.257 -3.641  0.2202
H46 -2.952 -6.905 -4.733  0.2177
H47 -0.968 -6.187 -5.966  0.2144
H48 -0.384 -3.795 -6.159  0.2080
H49 -1.324 -1.084 -5.305  0.2234
H50 -4.403 0.324 -4.283  0.2376
H51 -2.718 0.684 -3.922  0.2545
C52 -1.841 -2.564 -0.325  -0.2598
C53 -0.794 -3.467 -0.982  -0.2227
H52 -1.188 -3.920 -1.895  0.2209
H53 -0.484 -4.243 -0.287  0.2444
H54 -1.422 -2.159 0.602  0.2299
H55 -2.751 -3.121 -0.103  0.2575
H56 -0.574 -0.241 -0.761  0.2359
H57 -1.324 0.077 -2.339  0.2429
H58 -0.504 -2.158 -3.150  0.2450
H59 0.814 -1.077 -2.681  0.2350
H60 4.683 -0.168 1.038  0.4306
H61 3.817 1.325 -1.076  0.2078
H62 4.324 -0.216 -1.826  0.2398
H63 6.037 1.503 0.036  0.1983
H64 8.237 -1.173 -1.703  0.2056
H65 7.124 -0.255 -2.739  0.1682
H66 6.972 -2.851 -2.740  0.1792
H67 6.289 -2.700 -1.098  0.2075
H68 5.421 -0.809 -4.188  0.1673
H69 5.449 -2.558 -4.523  0.1917
H70 3.317 -1.652 -5.328  0.1874
H71 3.024 -2.697 -3.909  0.2091
H72 0.015 2.399 -2.476  0.2676

The calculation puts the highest occupied orbital energy at -0.354 Ha. Its total charge is +1. For the calculated total energy, the calculation gives -3595.465714 hartree. The calculation puts the frontier orbital gap at 8.24 eV. The largest force on an atom comes out at 0.023 hartree/bohr.

Entry 2:
Molecular formula: C53H73N12O5P2S
Method: DFT, ωB97M-V/def2-TZVPD

Each line ends with the Mulliken charge.
Cartesian coordinates (Å):
C1 2.491 3.700 1.297  -0.0192
C2 1.409 3.582 0.795  -0.7749
N1 0.182 3.364 0.202  -0.1511
C3 -0.295 2.076 0.061  -0.2558
N2 -0.132 1.100 0.973  0.1818
P1 -0.554 -0.574 0.730  0.4906
O1 -0.008 -1.375 1.828  -0.6325
P2 0.591 1.332 2.615  0.0986
S1 2.389 0.753 2.840  -0.2382
N3 -0.925 1.904 -1.136  1.1745
C4 -2.242 1.168 -1.222  -1.4647
C5 -2.150 -0.105 -2.072  -0.2252
O2 -3.154 -0.065 -3.040  -0.4651
C6 -2.860 -0.874 -4.177  -0.3005
C7 -2.582 -2.335 -3.846  -1.0603
C8 -1.168 3.340 -1.585  -0.1472
O3 -2.041 3.996 -0.741  -0.7033
O4 -1.504 3.429 -2.904  0.2167
C9 -2.725 4.038 -3.273  -0.3910
O5 -3.634 3.346 -3.568  -0.4599
C10 -2.738 5.515 -3.359  0.7025
C11 -1.983 6.177 -4.319  0.0742
C12 -1.996 7.554 -4.355  -0.6880
C13 -2.750 8.288 -3.455  -0.6302
C14 -3.526 7.624 -2.515  -0.8442
C15 -3.515 6.246 -2.470  -0.1717
C16 0.241 3.895 -1.234  0.3602
C17 0.200 5.426 -1.315  0.7613
C18 1.539 6.168 -1.534  -0.5758
C19 1.849 6.547 -2.982  -1.0813
C20 1.380 3.240 -2.027  -1.8289
N4 1.292 3.359 -3.478  -0.0065
C21 0.915 2.143 -4.180  -0.7649
H1 3.419 3.877 1.800  0.5625
H2 -1.948 -0.625 0.684  0.0570
H3 -0.023 -0.870 -0.531  0.0996
H4 -0.362 0.678 3.396  0.1239
H5 0.331 2.688 2.813  0.1355
H6 -2.550 0.925 -0.207  1.0558
H7 -3.019 1.802 -1.643  0.5474
H8 -2.284 -0.982 -1.427  0.0215
H9 -1.157 -0.165 -2.532  0.5882
H10 -3.707 -0.816 -4.850  0.4892
H11 -1.972 -0.452 -4.660  0.2599
H12 -1.543 -2.524 -3.576  0.3519
H13 -3.243 -2.728 -3.074  0.0554
H14 -2.760 -2.926 -4.745  0.4440
H15 -2.919 3.591 -0.750  0.6549
H16 -1.378 5.609 -5.014  0.4761
H17 -1.404 8.089 -5.084  0.5962
H18 -2.746 9.367 -3.471  0.4572
H19 -4.116 8.187 -1.808  0.4376
H20 -4.114 5.721 -1.738  0.4116
H21 -0.223 5.810 -0.390  0.6058
H22 -0.444 5.689 -2.153  -1.0519
H23 2.376 5.649 -1.070  0.1954
H24 1.453 7.101 -0.977  0.4771
H25 2.524 7.402 -2.983  0.4886
H26 2.374 5.761 -3.522  0.3316
H27 0.953 6.858 -3.520  0.0650
H28 2.330 3.665 -1.708  0.3351
H29 1.454 2.175 -1.807  0.5252
H30 0.734 4.148 -3.766  0.1491
H31 -0.106 1.795 -3.987  0.1194
H32 1.595 1.347 -3.877  0.3529
H33 1.042 2.272 -5.252  0.3708
N5 -1.970 -3.319 3.309  0.1445
C22 -3.268 -3.563 2.955  -0.2278
C23 -3.936 -3.997 4.071  -0.5046
C24 -3.000 -4.005 5.143  -0.7918
C25 -1.800 -3.578 4.638  -0.4147
H34 -1.251 -2.992 2.687  0.2422
H35 -3.601 -3.410 1.942  0.2518
H36 -4.976 -4.273 4.118  0.4198
H37 -3.188 -4.290 6.164  0.4286
H38 -0.843 -3.429 5.103  0.5284
N6 -5.660 -4.662 -0.162  0.0623
C26 -6.851 -4.977 -0.755  -0.5695
C27 -7.016 -4.149 -1.832  -0.8311
C28 -5.877 -3.301 -1.897  -0.1794
C29 -5.057 -3.642 -0.855  -0.9599
H39 -5.284 -5.107 0.657  0.2680
H40 -7.475 -5.761 -0.363  0.4426
H41 -7.858 -4.151 -2.502  0.4287
H42 -5.683 -2.531 -2.626  0.5419
H43 -4.101 -3.252 -0.545  0.7312
N7 2.680 -2.896 5.100  0.1276
C30 3.770 -2.993 5.922  -0.6822
C31 3.685 -4.182 6.594  -0.1530
C32 2.497 -4.832 6.159  -0.5202
C33 1.901 -4.014 5.239  -0.6937
H44 2.482 -2.124 4.490  0.1838
H45 4.509 -2.212 5.958  0.3882
H46 4.395 -4.548 7.317  0.2847
H47 2.124 -5.788 6.486  0.4035
H48 1.000 -4.131 4.667  0.6448
N8 4.886 -8.017 10.131  -0.0053
C34 5.522 -7.743 11.312  -0.4489
C35 5.780 -6.400 11.347  -0.7562
C36 5.278 -5.840 10.140  -0.0360
C37 4.731 -6.863 9.413  -0.4250
H49 4.581 -8.925 9.837  0.1848
H50 5.734 -8.524 12.021  0.3772
H51 6.273 -5.875 12.148  0.3758
H52 5.313 -4.805 9.843  0.4196
H53 4.248 -6.869 8.451  0.3183
N9 -3.716 -6.909 -1.307  0.2372
C38 -4.177 -8.020 -0.656  -0.2958
C39 -3.732 -9.123 -1.334  -0.5994
C40 -2.971 -8.657 -2.441  -0.5965
C41 -2.979 -7.287 -2.394  -0.6493
H54 -3.896 -5.961 -1.033  0.1564
H55 -4.780 -7.935 0.232  0.3314
H56 -3.930 -10.148 -1.070  0.4176
H57 -2.477 -9.259 -3.186  0.5052
H58 -2.527 -6.553 -3.040  0.5376
N10 0.593 -7.956 -2.992  0.0632
C42 1.281 -8.946 -3.633  -0.4213
C43 2.386 -8.384 -4.215  -0.4973
C44 2.365 -6.997 -3.909  -0.4740
C45 1.247 -6.766 -3.151  -0.4379
H59 -0.265 -8.081 -2.481  0.2286
H60 0.928 -9.963 -3.622  0.3651
H61 3.128 -8.908 -4.794  0.3921
H62 3.088 -6.257 -4.209  0.3857
H63 0.863 -5.860 -2.714  0.3966
N11 2.382 10.127 -6.808  -0.0108
C46 2.644 11.284 -6.128  -0.4429
C47 1.881 11.286 -4.992  -0.9671
C48 1.131 10.079 -4.986  0.2011
C49 1.464 9.384 -6.120  -0.5946
H64 2.801 9.865 -7.681  0.1824
H65 3.346 12.005 -6.509  0.3770
H66 1.862 12.064 -4.248  0.3907
H67 0.428 9.759 -4.234  0.4922
H68 1.129 8.432 -6.495  0.3813
N12 5.983 4.822 4.617  0.0240
C50 6.891 3.850 4.299  -0.4542
C51 6.198 2.709 3.999  -0.6076
C52 4.814 3.004 4.140  0.1046
C53 4.716 4.319 4.521  -0.8269
H69 6.214 5.761 4.884  0.1810
H70 7.948 4.052 4.314  0.3869
H71 6.634 1.767 3.712  0.3977
H72 3.988 2.329 3.981  0.3985
H73 3.858 4.934 4.736  0.3729

The calculation puts the highest occupied orbital energy at -0.335 Ha. Its total charge is +1. For the calculated total energy, the calculation gives -4177.119326 hartree. The calculation puts the frontier orbital gap at 5.49 eV. The largest force on an atom comes out at 0.053 hartree/bohr.